(1)
The following is a DFT calculation (ωB97M-V/def2-TZVPD) of a structure of composition C23H18N5O4OsS2.

- total energy (hartree) = -2348.7728
- net charge = +1
- LUMO (spin up / spin down) (eV) = -3.09 / -5.88
- multiplicity = 5

Geometry as XYZ:
```
53
C23H18N5O4OsS2, DFT ωB97M-V/def2-TZVPD
Os 1.87199 0.53739 -0.20049
O 3.77602 0.71155 -0.14654
C 4.57221 1.78271 0.07430
C 5.94193 1.59519 -0.01488
C 6.80254 2.64764 0.22989
C 6.31218 3.90862 0.56988
C 4.95226 4.09949 0.63845
C 4.05698 3.04915 0.38308
C 2.65017 3.35712 0.38594
N 1.70865 2.52875 0.11391
N 0.40082 3.04100 0.12476
C -0.42549 2.11311 -0.19992
O -0.01933 0.86196 -0.49001
C -1.86627 2.38416 -0.27379
C -2.32526 3.69640 -0.34106
C -3.68586 3.94468 -0.37057
C -4.58692 2.88834 -0.32834
C -4.12759 1.57869 -0.27021
C -2.76641 1.32202 -0.24976
H 6.31501 0.61239 -0.27066
H 7.87025 2.48820 0.15546
H 6.99061 4.72547 0.76972
H 4.54992 5.07344 0.89082
H 2.33460 4.37279 0.60589
H -1.61129 4.50802 -0.37062
H -4.04792 4.96250 -0.42776
H -5.65067 3.08652 -0.33996
H -4.83480 0.76118 -0.24521
H -2.38618 0.30929 -0.21112
N -5.54837 -3.83211 -1.15122
C -4.39841 -3.63243 -0.45776
C -3.29762 -4.48761 -0.64346
C -2.13565 -4.28853 0.06015
C -2.04444 -3.22415 0.95935
C -3.13080 -2.36955 1.16387
C -4.29573 -2.57725 0.46564
S -0.60663 -2.99271 1.87214
O -0.86426 -2.21261 3.03340
O 0.13123 -4.22642 1.93659
N 0.28532 -1.95328 0.87716
C 1.21177 -2.40365 0.12468
S 1.74204 -4.07302 -0.12238
C 2.93125 -3.53095 -1.18452
C 2.93340 -2.15215 -1.30485
N 1.98834 -1.52181 -0.61084
H -5.64650 -4.61374 -1.77227
H -6.34919 -3.24708 -1.00116
H -3.38005 -5.32148 -1.32971
H -1.30536 -4.97434 -0.05629
H -3.05696 -1.57922 1.90149
H -5.15304 -1.93950 0.63734
H 3.60206 -4.21842 -1.67605
H 3.61544 -1.57577 -1.91252
```


(2)
The following is a DFT calculation (ωB97M-V/def2-TZVPD) of a structure of composition C23H18N9S9Sc.

- total energy (hartree) = -5724.6897
- LUMO (eV) = -1.00
- ΔE to the lowest compared entry with this formula, charge and spin (eV) = 0.352

Geometry as XYZ:
```
60
C23H18N9S9Sc, DFT ωB97M-V/def2-TZVPD
Sc 0.33802 0.21146 0.41289
C 0.09015 -5.21669 -0.08990
S -1.64716 -4.73125 -0.08270
C -1.56945 -3.06600 -0.65839
S -3.07222 -2.27499 -0.80455
N -0.37275 -2.60385 -0.86705
N -0.28130 -1.26974 -1.22960
C -0.06599 -0.99818 -2.44990
C 0.33865 0.36452 -2.79105
C 0.43500 0.78759 -4.10772
C 0.88530 2.07043 -4.36695
C 1.23477 2.87998 -3.29821
C 1.10967 2.37901 -2.01432
N 0.66797 1.15012 -1.75345
H 0.12403 -6.23481 0.29632
H 0.49553 -5.19328 -1.09823
H 0.68459 -4.56413 0.54682
H -0.12731 -1.76400 -3.21823
H 0.16251 0.11236 -4.90767
H 0.97267 2.42783 -5.38420
H 1.60818 3.88297 -3.44794
H 1.37964 2.97874 -1.15449
N -2.83016 0.76626 -1.68481
C -2.47595 1.78670 -0.88905
N -1.46062 1.77381 -0.05055
C -1.33847 2.99156 0.60107
C -2.25274 3.92903 0.27936
S -3.34315 3.29883 -0.90266
C -0.17816 3.15826 1.46923
C 0.01912 4.06759 2.44239
S 1.63930 3.94475 3.04106
C 1.94482 2.64486 1.93311
N 0.89105 2.31218 1.20549
N 3.15440 2.09852 1.79506
H -2.65129 -0.20565 -1.36790
H -3.69471 0.86131 -2.19352
H -2.29933 4.95058 0.61633
H -0.67573 4.79006 2.83551
H 3.81393 2.16194 2.55231
H 3.21078 1.27915 1.18849
S 6.51885 -3.41559 2.73760
C 5.19551 -2.58142 2.24657
S 3.88578 -2.15031 3.29859
C 2.92111 -1.27854 2.12800
C 3.43026 -1.20907 0.88222
S 2.66431 -0.33957 -0.42025
S 4.97075 -1.99423 0.63085
S 1.40421 -0.57586 2.61609
N -5.39492 -3.00750 4.51423
C -4.54738 -2.49474 3.93390
C -3.49148 -1.84861 3.20400
C -2.35726 -2.55045 2.82588
C -1.37024 -1.87769 2.13250
N -1.46102 -0.58930 1.78235
C -2.55896 0.07371 2.15960
C -3.58952 -0.50252 2.87135
H -2.24237 -3.60038 3.04743
H -0.46094 -2.38972 1.85541
H -2.61870 1.11607 1.88005
H -4.45214 0.08149 3.15683
```